Density functional theory data (the ωB97M-V functional and the def2-TZVPD basis) for C18H14BrN4O2Sm as an isolated structure.

CARTESIAN COORDINATES (ANGSTROEM)
Sm -0.248 1.594 0.496
O 1.478 -1.478 3.337
C 0.845 -0.682 2.660
N 1.144 -0.160 1.388
C 2.466 -0.235 0.922
O 3.407 -0.906 1.301
C 2.811 0.554 -0.252
C 3.899 0.096 -1.100
C 4.152 0.725 -2.307
C 3.337 1.839 -2.649
C 2.298 2.171 -1.835
N 1.907 1.499 -0.710
C -0.459 -0.245 3.227
C -0.980 -0.874 4.379
C -2.138 -0.348 4.987
C -2.739 0.791 4.416
C -2.178 1.369 3.291
N -1.126 0.807 2.647
H 4.440 -0.818 -0.775
H 4.928 0.317 -2.961
H 3.605 2.470 -3.471
H 1.690 3.041 -2.143
H -0.357 -1.613 4.903
H -2.644 -0.843 5.833
H -3.698 1.221 4.725
H -2.595 2.318 2.913
C -1.428 -3.042 -2.873
C -1.503 -1.532 -2.455
C -1.957 -0.535 -3.354
C -2.098 0.794 -2.920
C -1.770 1.071 -1.565
Br -2.352 3.048 -0.760
N -1.342 0.143 -0.722
C -1.196 -1.176 -1.160
H -2.210 -3.619 -2.385
H -0.504 -3.600 -2.611
H -1.574 -3.082 -3.949
H -2.051 -0.769 -4.428
H -2.513 1.577 -3.568
H -0.744 -1.890 -0.475

Forces on atoms 1 to 6 (eV/Å):
Sm 2.84 0.24 2.84
O -0.32 1.14 -1.19
C 0.99 -1.73 0.25
N 0.03 1.16 0.34
C 0.93 -1.54 1.06
O -1.18 -0.03 0.88

Results
Energy = -4295.269827 a.u.
Frontier orbital gap (spin up / spin down) = 6.44 / 6.52 eV
LUMO (spin up / spin down) = -8.56 / -8.48 eV
Net charge = +2
Spin multiplicity = 6
Energy above the lowest of the compared OMol25 structures with the same formula, charge and spin = 17.5 kcal/mol